A cluster of 2 separate species, C7H12S in total at a distorted geometry. Source: the Open Molecules 2025 dataset; level of theory: ωB97M-V/def2-TZVPD.

Geometry as XYZ:
```
20
Properties=species:S:1:pos:R:3:mulliken_charge:R:1
C -3.426 0.671 0.117 -0.298
C -2.424 1.476 0.193 -0.380
C 2.265 -0.242 0.712 -0.629
C 1.950 0.560 -0.554 -0.644
C 0.885 -0.645 1.250 -0.713
C 0.760 -0.178 -1.169 -0.712
C 0.033 -0.701 0.026 0.424
S -1.238 -1.859 -0.109 -0.312
H -4.478 0.950 0.042 0.251
H -3.267 -0.407 0.150 0.107
H -2.238 2.524 0.174 0.315
H 2.832 -1.135 0.447 0.279
H 2.840 0.333 1.435 0.319
H 1.655 1.574 -0.285 0.288
H 2.800 0.609 -1.233 0.328
H 0.902 -1.598 1.786 0.344
H 0.510 0.111 1.948 0.219
H 0.138 0.465 -1.793 0.362
H 1.114 -1.005 -1.801 0.293
H -1.612 -1.501 -1.338 0.159
```

Results
**Frontier orbital gap (spin up / spin down)**: 9.2 / 6.9 eV
**LUMO level (spin up / spin down)**: 0.666 / 0.208 eV